[1]
{
  "formula": "C23H55FN4O17S4Si2",
  "method": "the ωB97M-V functional and the def2-TZVPD basis",
  "energy_ha": -4679.02599,
  "e_lumo_ev": 0.361,
  "elements": ["C", "C", "O", "C", "O", "C", "C", "C", "Si", "C", "C", "N", "N", "N", "O", "C", "N", "O", "Si", "C", "C", "O", "F", "H", "H", "H", "H", "H", "H", "H", "H", "H", "H", "H", "H", "H", "H", "H", "H", "H", "H", "H", "H", "H", "H", "H", "O", "S", "O", "O", "C", "C", "C", "H", "H", "H", "H", "H", "H", "H", "H", "O", "S", "O", "O", "C", "C", "C", "H", "H", "H", "H", "H", "H", "H", "H", "O", "S", "O", "O", "C", "C", "C", "H", "H", "H", "H", "H", "H", "H", "H", "O", "S", "O", "O", "C", "C", "C", "H", "H", "H", "H", "H", "H", "H", "H"],
  "coordinates": [[-7.6492, -6.4627, 4.1938], [-6.4037, -5.8232, 3.3841], [-5.3426, -5.3757, 4.3003], [-4.1904, -4.9869, 3.5031], [-3.1869, -5.7340, 3.5656], [-4.3115, -3.6231, 2.6757], [-3.3585, -3.5548, 1.3830], [-4.0570, -3.9596, -0.0097], [-5.4372, -2.7805, -0.6053], [-7.1608, -3.3526, 0.0659], [-7.6726, -4.7415, -0.5783], [-8.3323, -5.5589, 0.5246], [-6.6300, -5.5133, -1.3148], [-8.7814, -4.4797, -1.5811], [-5.6287, -2.7592, -2.3686], [-6.6689, -1.8284, -2.6773], [-7.4025, -0.9662, -3.1108], [-5.2448, -1.1293, -0.1284], [-3.7822, -0.4167, -0.7335], [-3.9606, 1.4443, -1.2290], [-5.0355, 1.5278, -2.4283], [-6.0019, 2.3041, -2.2930], [-4.7680, 0.7195, -3.6008], [-8.2128, -5.6418, 4.7596], [-8.3861, -6.8552, 3.3900], [-7.3478, -7.3564, 4.8365], [-6.8277, -4.9802, 2.7381], [-5.8932, -6.6023, 2.6901], [-3.9499, -2.7829, 3.3902], [-5.4159, -3.4077, 2.4798], [-2.5178, -4.3342, 1.5625], [-2.8445, -2.5352, 1.3903], [-3.2366, -4.0426, -0.8237], [-4.4731, -5.0324, 0.1345], [-7.9082, -2.5381, -0.2788], [-7.2160, -3.3611, 1.2126], [-7.6678, -6.2387, 0.9208], [-8.7157, -4.9392, 1.2512], [-6.1843, -6.1848, -0.6503], [-7.1661, -6.1412, -1.9524], [-9.2287, -5.4179, -1.6769], [-9.4948, -3.9299, -1.0549], [-3.1230, -1.2035, -1.7889], [-2.8273, -0.4213, 0.4024], [-4.2549, 2.0063, -0.2803], [-2.9025, 1.8013, -1.5202], [-0.7672, -1.3480, -1.3901], [0.1421, -2.4159, -1.7173], [0.7411, -3.2424, -0.7031], [1.3077, -1.8368, -2.6774], [2.0926, -0.7376, -2.2072], [3.0732, -1.1633, -1.1301], [-0.6304, -3.4773, -2.9064], [1.4452, 0.0717, -1.8556], [2.6495, -0.3543, -3.0654], [2.5521, -1.4961, -0.2299], [3.7263, -0.3345, -0.8493], [3.6860, -1.9995, -1.4761], [-1.0617, -2.8704, -3.7016], [-1.4142, -4.0337, -2.3914], [0.1149, -4.1675, -3.3005], [5.7266, 0.1694, 0.7901], [5.8643, 1.1614, 1.8254], [5.8696, 2.5711, 1.5358], [7.1632, 0.8064, 2.7227], [8.4300, 0.6944, 2.0701], [8.9768, 2.0498, 1.6614], [4.6361, 0.8612, 3.0657], [8.3590, 0.0204, 1.2107], [9.1162, 0.2336, 2.7847], [8.3484, 2.5164, 0.8996], [9.9833, 1.9545, 1.2498], [9.0039, 2.7276, 2.5168], [4.6392, -0.1969, 3.3241], [3.6695, 1.1430, 2.6467], [4.8556, 1.4780, 3.9367], [-2.4635, 4.1399, -2.7854], [-1.8480, 4.0013, -4.0797], [-0.4363, 3.7671, -4.2368], [-2.2722, 5.2636, -4.9997], [-1.9736, 6.5782, -4.5276], [-0.4921, 6.8919, -4.6297], [-2.7145, 2.7485, -4.9772], [-2.3362, 6.7082, -3.5033], [-2.5304, 7.2763, -5.1573], [0.0943, 6.2535, -3.9657], [-0.2955, 7.9300, -4.3530], [-0.1311, 6.7183, -5.6466], [-3.7862, 2.9269, -4.8985], [-2.4613, 1.7866, -4.5300], [-2.3909, 2.7697, -6.0174], [10.9606, 4.1861, 2.3038], [11.8657, 5.1289, 2.9069], [12.0497, 5.2023, 4.3323], [11.5320, 6.6097, 2.3452], [10.2081, 7.1185, 2.5177], [9.9372, 7.5104, 3.9588], [13.4594, 4.9498, 2.1553], [9.4702, 6.3943, 2.1590], [10.1232, 8.0050, 1.8848], [9.9527, 6.6383, 4.6156], [8.9570, 7.9822, 4.0546], [10.7034, 8.2008, 4.3204], [13.3440, 4.9263, 1.0724], [13.8859, 4.0103, 2.5082], [14.0912, 5.7820, 2.4643]],
  "forces_ev_per_a": [[0.2, 0.2, -1.2], [-0.6, -0.9, 0.0], [0.5, 0.7, -2.3], [1.9, -2.2, 0.7], [-3.7, 3.2, -0.5], [0.3, 0.2, 0.6], [0.6, -0.8, 0.5], [1.0, -0.5, 0.1], [-1.4, 0.4, 0.5], [-0.6, 0.6, -0.7], [-1.4, 0.3, 0.7], [1.0, -0.1, -0.5], [-1.1, -1.0, 1.0], [0.4, -0.2, 1.4], [-3.2, 3.0, 0.7], [0.1, 1.5, -1.8], [3.5, -4.5, 2.4], [1.6, -1.6, -1.7], [-0.2, 0.6, 1.2], [0.0, -1.1, -1.0], [-1.9, 3.6, 2.0], [3.9, -4.0, -1.8], [-0.6, 1.8, 2.6], [1.0, -1.3, -0.5], [1.2, 0.6, 1.2], [-0.3, 1.5, -0.7], [0.8, -1.0, 0.9], [-1.1, 1.1, 1.0], [-0.7, -1.5, -0.9], [1.6, -0.3, 0.2], [-1.3, 1.4, -0.2], [-0.9, -1.4, -0.4], [-1.3, 0.1, 1.3], [0.5, 1.8, -0.4], [1.1, -1.1, 0.6], [0.2, -0.1, -1.7], [-0.5, 0.7, 0.1], [0.4, -0.6, -0.4], [-0.3, 0.8, -0.6], [0.7, 0.7, 0.4], [0.3, 1.0, 0.0], [0.7, -0.4, -0.7], [-0.6, -0.1, -0.2], [-0.2, 0.1, 0.0], [-0.1, -0.5, -1.8], [-1.7, -0.6, 0.1], [0.6, -0.3, 0.3], [0.6, -0.2, -0.7], [-0.5, 0.6, -0.2], [-1.0, -0.7, 0.1], [0.7, 0.7, 0.6], [-0.1, -0.1, 0.2], [0.1, 0.1, -0.1], [-0.1, -0.2, -0.1], [-0.3, -0.2, -0.1], [0.0, 0.0, -0.1], [0.0, 0.0, -0.1], [0.0, 0.1, 0.0], [0.1, 0.0, 0.1], [0.1, 0.1, 0.1], [0.0, 0.1, 0.1], [0.2, 0.6, 0.1], [0.3, -0.1, 0.7], [0.0, -0.7, -0.3], [-1.1, 0.0, -0.1], [0.9, 0.2, -0.6], [-0.3, 0.1, -0.1], [0.1, -0.1, 0.1], [-0.2, 0.0, 0.1], [-0.4, 0.0, 0.1], [0.1, -0.1, 0.0], [0.0, -0.1, 0.2], [0.1, -0.1, -0.1], [0.1, 0.1, 0.0], [0.2, 0.0, -0.1], [0.0, 0.0, -0.1], [0.6, 0.1, -0.2], [-0.3, 0.1, -0.8], [-0.5, 0.2, 0.5], [-0.1, -1.0, 0.2], [0.4, 0.9, 0.4], [0.3, -0.2, 0.1], [-0.1, 0.1, -0.2], [0.0, -0.2, -0.1], [-0.1, -0.4, -0.1], [-0.1, 0.1, 0.0], [-0.1, 0.0, -0.1], [-0.1, 0.1, 0.1], [0.1, 0.0, 0.0], [0.0, 0.1, 0.1], [0.0, 0.0, 0.1], [0.2, 0.5, 0.6], [0.4, 0.6, -0.3], [-0.4, -0.3, -0.6], [0.6, -0.8, 0.0], [-0.9, 0.3, 0.3], [0.1, -0.2, 0.3], [0.0, 0.1, -0.1], [0.2, -0.1, 0.0], [0.3, -0.2, -0.1], [0.0, 0.1, -0.1], [0.1, 0.0, -0.1], [-0.1, 0.0, -0.1], [0.0, 0.0, 0.1], [-0.2, 0.1, 0.0], [-0.1, -0.1, 0.0]]
}

[2]
{
  "formula": "C23H20ClCrN3O2",
  "method": "the ωB97M-V functional and the def2-TZVPD basis",
  "energy_ha": -2707.90429,
  "e_lumo_ev": [-0.152, -0.289],
  "spin_multiplicity": 5,
  "s2": 6.03,
  "elements": ["Cr", "C", "N", "C", "C", "N", "C", "H", "H", "H", "H", "H", "H", "Cl", "C", "C", "O", "O", "H", "H", "C", "C", "C", "C", "C", "C", "C", "C", "C", "C", "H", "H", "H", "H", "H", "H", "H", "N", "C", "C", "C", "C", "C", "C", "C", "H", "H", "H", "H", "H"],
  "coordinates": [[-0.1434, -0.7421, 0.8254], [1.7483, 4.5456, 0.1996], [1.3758, 3.3437, 0.9315], [1.6023, 3.0853, 2.2661], [1.1121, 1.8384, 2.4978], [0.5825, 1.3322, 1.3323], [0.7542, 2.2616, 0.4211], [2.2840, 5.2072, 0.8745], [0.8638, 5.0616, -0.1677], [2.4019, 4.2912, -0.6319], [2.0958, 3.7984, 2.9044], [1.1173, 1.2634, 3.4104], [0.4906, 2.1805, -0.6230], [0.9589, -0.6618, 5.5752], [-0.1654, -1.7315, 4.6751], [-0.2140, -1.3625, 3.2114], [-1.2879, -0.9176, 2.7255], [0.8242, -1.5149, 2.5053], [-1.1470, -1.6193, 5.1190], [0.2004, -2.7478, 4.7843], [5.3150, -0.9117, -0.8014], [4.5535, -0.5002, 0.3195], [3.1999, -0.6773, 0.3323], [2.5041, -1.2624, -0.7647], [1.0691, -1.4179, -0.7429], [0.5195, -2.0350, -1.8453], [1.2863, -2.4944, -2.9494], [2.6355, -2.3181, -2.9684], [3.2818, -1.6919, -1.8694], [4.6904, -1.4991, -1.8620], [6.3897, -0.7734, -0.8094], [5.0484, -0.0584, 1.1761], [2.6362, -0.3873, 1.2082], [-0.5552, -2.1907, -1.8995], [0.7920, -2.9838, -3.7819], [3.2330, -2.6568, -3.8087], [5.2632, -1.8359, -2.7202], [-1.7568, -0.4238, -0.2964], [-2.8387, -0.3146, -0.6538], [-4.2042, -0.1794, -1.1293], [-4.4438, -0.1170, -2.4948], [-5.7517, 0.0008, -2.9388], [-6.7916, 0.0557, -2.0205], [-6.5404, -0.0043, -0.6564], [-5.2355, -0.1235, -0.2017], [-3.6188, -0.1659, -3.1925], [-5.9563, 0.0469, -3.9998], [-7.8112, 0.1453, -2.3732], [-7.3556, 0.0386, 0.0529], [-5.0121, -0.1759, 0.8553]],
  "forces_ev_per_a": [[0.5, -0.5, 0.5], [0.0, -0.1, 0.1], [0.0, 0.1, 0.0], [0.1, 0.1, -0.1], [-0.1, -0.1, 0.0], [0.0, 0.2, 0.1], [0.2, 0.1, 0.0], [0.0, 0.0, 0.0], [0.0, 0.0, 0.0], [0.0, 0.0, 0.0], [0.0, 0.0, 0.0], [0.0, 0.0, 0.0], [0.0, 0.0, 0.1], [-0.1, -0.1, -0.1], [0.0, 0.0, 0.2], [0.1, 0.1, -0.2], [0.2, 0.0, -0.1], [-0.2, 0.0, 0.2], [0.0, 0.0, 0.0], [0.0, 0.0, 0.0], [-0.1, 0.0, 0.1], [0.1, -0.1, -0.1], [-0.1, 0.0, -0.1], [-0.1, 0.0, 0.1], [0.2, 0.1, 0.0], [0.0, -0.1, -0.2], [-0.1, 0.1, 0.1], [0.1, 0.0, 0.1], [0.1, 0.0, -0.1], [-0.1, 0.0, 0.0], [0.0, 0.0, 0.0], [0.0, 0.0, 0.0], [0.0, 0.0, 0.0], [0.0, 0.0, 0.0], [0.0, 0.0, 0.0], [0.0, 0.0, 0.0], [0.0, 0.0, 0.0], [-0.4, 0.1, -0.2], [-0.8, 0.1, -0.5], [0.9, -0.1, 0.3], [-0.2, 0.0, -0.2], [0.1, 0.0, 0.0], [-0.1, 0.0, 0.0], [0.2, 0.0, 0.0], [-0.3, 0.0, 0.1], [0.0, 0.0, 0.0], [0.0, 0.0, 0.0], [0.0, 0.0, 0.0], [0.0, 0.0, 0.0], [0.0, 0.0, 0.0]]
}